No. 1
Formula: C2H7N2
Source: OMol25
Level of theory: ωB97M-V with the def2-TZVPD basis set

Last columns: bonded neighbours and bond lengths (Å).
Element x y z (Å)
1 N 0.0766 0.5790 -1.5582  C4 1.495, H5 0.998, H8 1.018
2 N -0.3351 0.3944 0.7924  C3 1.457, C4 1.397
3 C 0.6661 -0.4725 1.4001  N2 1.457, H6 1.129, H7 1.106, H10 1.118
4 C -0.8210 0.0707 -0.4767  N1 1.495, N2 1.397, H9 1.093, H11 1.103
5 H 0.6105 1.3484 -1.2127  N1 0.998
6 H 1.6577 0.0458 1.5525  C3 1.129
7 H 0.2939 -0.7680 2.3988  C3 1.106
8 H -0.3040 0.6903 -2.4954  N1 1.018
9 H -1.7913 0.5475 -0.6364  C4 1.093
10 H 0.8877 -1.4177 0.8450  C3 1.118
11 H -0.9411 -1.0179 -0.6093  C4 1.103

As for the charge: +1. For the total energy, the calculation gives -189.4713 a.u. The HOMO energy comes out at -15.267 eV. Its energy above the lowest of the compared OMol25 structures with the same formula, charge and spin is 131.2 kcal per mole. For the LUMO energy, the calculation gives -9.2 eV. The calculation puts the HOMO-LUMO gap at 6.04 eV.

=====

No. 2
Formula: C2H7N2
Source: OMol25
Level of theory: ωB97M-V with the def2-TZVPD basis set

Last columns: bonded neighbours and bond lengths (Å).
Element x y z (Å)
1 N 0.0260 -0.3166 -0.6619  C3 1.328, C4 1.379
2 N 0.6708 1.8595 -0.0060  C3 1.439, H5 1.013, H9 1.016
3 C 0.1200 0.5707 0.3218  N1 1.328, N2 1.439, H6 1.110, H8 1.119
4 C -0.6398 -1.4937 -0.3906  N1 1.379, H7 1.105, H10 1.107, H11 1.084
5 H 1.2475 2.2610 0.7240  N2 1.013
6 H 0.6279 0.1952 1.2349  C3 1.110
7 H -1.4243 -1.6660 -1.1489  C4 1.105
8 H -0.8772 0.7955 0.7782  C3 1.119
9 H 1.2226 1.8027 -0.8567  N2 1.016
10 H 0.0278 -2.3483 -0.6129  C4 1.107
11 H -1.0014 -1.6599 0.6180  C4 1.084

As for the charge: +1. For the total energy, the calculation gives -189.5092 a.u. The HOMO energy comes out at -15.300 eV. Its energy above the lowest of the compared OMol25 structures with the same formula, charge and spin is 107.4 kcal per mole. For the LUMO energy, the calculation gives -8.4 eV. The calculation puts the HOMO-LUMO gap at 6.91 eV.

=====

Number 2 is which compound? C2H7N2

=====

Which value of LUMO energy does entry 1 give? -9.2 eV